Density functional theory data (ωB97M-V with the def2-TZVPD basis set) for 2 unconnected molecules or ions with the total composition C17H32Cl4IN5O2PS in a non-equilibrium geometry.

The geometry in ORCA input format:
```
! RIJCOSX wB97M-V def2-TZVPD def2/J DEFGRID3
* xyz 1 1
C 2.95 0.58 -0.64
C 3.00 0.46 -2.19
C 2.35 -0.82 -2.77
Cl 2.61 -0.69 -4.58
C 0.82 -0.98 -2.54
N 0.11 0.05 -1.69
N 0.00 1.36 -2.25
C 0.08 2.17 -1.33
S 0.15 3.09 -0.10
C -0.93 -0.62 -1.16
N -2.20 -0.37 -0.97
C -2.78 0.92 -1.35
C -4.32 0.88 -1.42
C -5.01 0.28 -0.17
Cl -4.90 0.07 -2.93
N -0.42 -1.87 -0.83
C 0.18 -2.37 -2.08
C -0.74 -2.77 -3.28
Cl 0.22 -3.10 -4.77
C -1.67 -4.01 -3.08
C -2.48 -4.05 -1.78
Cl -0.83 -5.59 -3.34
P 1.30 -3.79 -1.48
O 2.31 -4.22 -2.70
I 2.82 -2.91 0.27
H 2.79 1.64 -0.39
H 3.90 0.30 -0.18
H 2.12 0.03 -0.20
H 4.05 0.48 -2.50
H 2.55 1.35 -2.65
H 2.96 -1.67 -2.46
H 0.42 -0.72 -3.53
H -2.81 -1.05 -0.55
H -2.47 1.77 -0.73
H -2.45 1.17 -2.37
H -4.65 1.92 -1.51
H -5.40 1.11 0.42
H -4.34 -0.29 0.49
H -5.85 -0.33 -0.51
H -0.97 -2.50 -0.26
H -1.40 -1.93 -3.52
H -2.40 -3.97 -3.90
H -1.98 -4.62 -0.99
H -2.63 -3.02 -1.43
H -3.47 -4.49 -1.93
H 2.38 -3.55 -3.40
C 1.23 4.07 5.69
C 0.73 2.64 5.51
C 1.84 1.65 5.14
O 2.24 1.70 3.78
C 3.20 2.70 3.49
N -0.36 2.64 4.53
H 1.46 4.55 4.74
H 0.46 4.68 6.18
H 2.12 4.10 6.32
H 0.31 2.32 6.47
H 1.44 0.63 5.28
H 2.70 1.74 5.80
H 3.91 2.84 4.32
H 2.71 3.65 3.25
H 3.76 2.39 2.61
H -0.75 1.70 4.47
H 0.07 2.78 3.61
*
```

HOMO-LUMO gap = 7.401 eV
Energy relative to the best compared isomer or geometry (same formula, charge and spin) = 1.527 eV
LUMO level = -3.9 eV

Atom charges from the Löwdin analysis, given in e for atoms 1 to 4:
1 C -0.14
2 C -0.27
3 C -0.61
4 Cl 0.64